(1)
{"formula": "C30H36F9N3O33", "method": "ωB97M-V with the def2-TZVPD basis set", "elements": ["C", "C", "O", "C", "O", "O", "F", "H", "H", "H", "C", "C", "O", "C", "O", "O", "F", "H", "H", "H", "C", "C", "O", "C", "O", "O", "F", "H", "H", "H", "C", "C", "O", "C", "O", "O", "F", "H", "H", "H", "C", "C", "O", "C", "O", "O", "F", "H", "H", "H", "C", "C", "O", "C", "O", "O", "F", "H", "H", "H", "C", "C", "O", "C", "O", "O", "F", "H", "H", "H", "C", "C", "O", "C", "O", "O", "F", "H", "H", "H", "C", "C", "O", "C", "O", "O", "F", "H", "H", "H", "C", "N", "O", "O", "H", "H", "H", "C", "N", "O", "O", "H", "H", "H", "C", "N", "O", "O", "H", "H", "H"], "coordinates": [[0.02683, 4.43390, 5.11134], [1.35032, 3.90151, 5.57043], [1.45747, 2.84114, 4.62194], [0.25253, 2.39480, 4.31735], [0.01777, 1.37757, 3.57783], [-0.64922, 3.22525, 4.88689], [1.18507, 3.54396, 6.82240], [0.05646, 5.16652, 4.30481], [-0.43121, 5.01747, 5.90993], [2.05687, 4.72732, 5.48734], [-7.33011, -1.00452, 1.56306], [-6.43431, -1.69928, 0.54233], [-5.25164, -0.97271, 0.71990], [-5.19739, -0.52021, 2.01825], [-4.19619, -0.10876, 2.55275], [-6.44865, -0.53203, 2.51447], [-6.91148, -1.33652, -0.56135], [-8.11528, -1.71300, 1.82704], [-7.91040, -0.19080, 1.12806], [-6.51186, -2.78646, 0.55277], [3.72347, 2.55359, 2.52088], [2.98908, 3.35146, 1.45734], [3.91298, 3.97448, 0.65621], [5.05947, 3.23408, 0.91007], [6.11656, 3.34043, 0.31990], [4.86912, 2.29225, 1.84110], [2.31506, 4.26026, 2.19389], [3.15965, 1.71507, 2.92964], [3.86531, 3.20928, 3.37998], [2.18730, 2.78522, 0.98340], [-0.00542, 0.21416, 0.07915], [-1.33889, -0.17369, 0.75261], [-1.38666, -1.51296, 0.98882], [-0.41751, -2.05639, 0.27773], [-0.26033, -3.24398, 0.24487], [0.43019, -1.14926, -0.17928], [-2.28507, 0.34058, -0.02846], [0.47641, 0.65471, 0.95198], [-0.08078, 0.77490, -0.85251], [-1.49808, 0.33491, 1.70345], [2.14022, 0.30128, -3.52621], [2.47782, 1.41376, -4.51306], [3.80289, 1.66747, -4.15034], [4.05703, 1.38586, -2.90380], [4.99655, 1.67249, -2.25668], [3.24023, 0.33263, -2.61962], [1.70561, 2.41311, -4.13001], [2.17138, -0.60188, -4.13566], [1.18134, 0.20614, -3.01670], [2.28367, 1.13223, -5.54802], [1.83685, -2.07962, 3.96315], [2.36728, -1.69219, 2.68057], [3.83177, -1.97250, 2.73499], [4.07320, -2.56279, 3.91741], [5.14653, -2.90431, 4.40843], [2.84877, -2.93077, 4.43264], [2.20089, -0.36809, 2.41984], [0.97064, -2.73518, 3.87361], [1.65151, -1.29165, 4.69313], [1.94340, -2.21834, 1.82524], [0.95757, 5.42103, -2.84271], [0.24179, 6.40586, -1.89762], [-0.05255, 5.70130, -0.82798], [0.17075, 4.36074, -1.05631], [-0.09097, 3.43986, -0.36097], [0.87426, 4.22052, -2.17721], [-0.80782, 6.87997, -2.64321], [1.99547, 5.66102, -3.07351], [0.48513, 5.26885, -3.81315], [0.82002, 7.30700, -1.69348], [-1.25434, -2.10469, -5.95274], [0.24576, -2.41960, -5.85096], [0.33300, -2.31529, -4.44059], [-0.62378, -1.47977, -3.96821], [-0.70108, -1.18096, -2.81504], [-1.40716, -1.12944, -5.00278], [0.79533, -1.43098, -6.56368], [-1.81846, -2.91762, -5.49555], [-1.57261, -2.00625, -6.99058], [0.48046, -3.34486, -6.37719], [2.35981, -3.84033, -2.20166], [2.99820, -2.91820, -1.16522], [4.17549, -2.50383, -1.72106], [4.43503, -3.26064, -2.83967], [5.39859, -3.02411, -3.56774], [3.40976, -4.11885, -3.08577], [3.06257, -3.59722, -0.06858], [1.53053, -3.23220, -2.56300], [1.95887, -4.73963, -1.73410], [2.33704, -2.06483, -1.01449], [-1.36268, -6.37845, 0.98914], [-0.83323, -6.89035, -0.32515], [0.28427, -6.50604, -0.74137], [-1.53036, -7.73604, -0.84198], [-0.62197, -5.72409, 1.44877], [-1.32628, -7.35345, 1.47509], [-2.37738, -5.99316, 0.88901], [-3.24271, 3.36047, 2.74425], [-3.71822, 4.34665, 3.70095], [-4.68476, 4.08073, 4.39484], [-2.96042, 5.27891, 3.81412], [-3.09969, 2.35938, 3.15104], [-2.31873, 3.64563, 2.24121], [-4.05694, 3.25861, 2.02679], [-3.58262, -2.39686, -2.29230], [-4.11814, -3.58637, -1.56804], [-4.99372, -4.41292, -2.01045], [-3.58050, -3.76950, -0.51042], [-2.67271, -2.01831, -1.82660], [-4.45203, -1.74956, -2.40733], [-3.26243, -2.68393, -3.29388]], "lowdin_spin": [0.000, 0.000, 0.000, 0.000, 0.000, 0.000, 0.000, 0.000, 0.000, 0.000, 0.001, 0.003, 0.001, 0.001, 0.001, 0.000, 0.002, 0.000, 0.000, 0.003, 0.000, 0.000, 0.000, 0.000, 0.000, 0.000, 0.000, 0.000, 0.000, 0.000, 0.000, 0.000, 0.000, 0.001, 0.002, 0.000, 0.000, 0.000, 0.000, 0.000, 0.000, 0.000, 0.000, 0.000, 0.000, 0.000, 0.000, 0.000, 0.000, 0.000, 0.000, 0.000, 0.000, 0.000, 0.000, 0.000, 0.000, 0.000, 0.000, 0.000, 0.000, 0.000, 0.000, 0.000, 0.000, 0.000, 0.000, 0.000, 0.000, 0.000, 0.006, 0.001, 0.002, 0.003, 0.003, 0.003, 0.000, 0.005, 0.000, 0.000, 0.000, 0.000, 0.000, 0.000, 0.000, 0.000, 0.000, 0.000, 0.000, 0.000, 0.002, 0.002, 0.001, 0.002, 0.000, 0.000, 0.002, 0.000, 0.000, 0.000, 0.000, 0.000, 0.000, 0.000, 0.025, 0.412, 0.202, 0.283, 0.001, 0.012, 0.015], "e_lumo_ev": [1.6, 1.6], "relative_energy_kj_mol": 373.2, "orbital_gap_ev": [2.44, 5.98], "total_energy_ha": -4710.405013, "multiplicity": 2, "charge": -1}

---

(2)
{"formula": "C30H36IN2PSi2Sn", "method": "ωB97M-V with the def2-TZVPD basis set", "elements": ["Sn", "C", "C", "C", "C", "C", "C", "P", "C", "C", "C", "C", "C", "C", "C", "C", "C", "C", "C", "C", "H", "H", "H", "H", "H", "H", "H", "H", "H", "H", "H", "H", "H", "H", "C", "Si", "C", "C", "N", "C", "C", "C", "C", "C", "C", "N", "Si", "C", "C", "C", "H", "H", "H", "H", "H", "H", "H", "H", "H", "H", "H", "H", "H", "H", "H", "H", "H", "H", "H", "H", "H", "H", "I"], "coordinates": [[-0.14375, 0.07978, 0.16412], [7.17714, 1.66840, 0.89466], [6.92267, 1.33637, -0.42716], [5.61744, 1.11050, -0.86028], [4.54648, 1.21043, 0.02736], [4.82000, 1.52140, 1.36734], [6.11681, 1.76112, 1.79357], [2.76041, 0.96637, -0.34889], [2.73496, 0.53327, -2.12699], [3.32191, -0.66383, -2.55356], [3.12084, -1.13963, -3.84154], [2.32505, -0.42559, -4.73035], [1.73715, 0.76270, -4.32007], [1.92881, 1.23315, -3.02554], [2.19611, 2.72939, -0.27548], [3.12534, 3.77787, -0.36625], [2.70423, 5.09042, -0.20818], [1.35477, 5.33900, 0.02179], [0.45022, 4.28487, 0.08449], [0.81777, 2.92818, -0.04348], [8.19486, 1.84349, 1.22666], [7.74313, 1.26521, -1.13402], [5.42577, 0.88478, -1.90207], [3.98762, 1.59522, 2.06094], [6.30710, 2.02401, 2.82869], [3.93007, -1.23428, -1.85647], [3.56222, -2.08128, -4.14645], [2.15361, -0.80382, -5.73182], [1.11190, 1.32105, -5.00838], [1.44934, 2.14947, -2.69789], [4.17371, 3.57301, -0.55007], [3.41646, 5.90693, -0.25608], [1.01576, 6.36299, 0.16698], [-0.59345, 4.53911, 0.27345], [-2.64691, 2.55445, 0.01626], [-3.52400, 0.90186, 0.04917], [-4.64117, 0.94471, -1.48728], [-4.65859, 0.98431, 1.56475], [-2.37380, -0.34957, 0.09729], [-2.71568, -1.70253, 0.08496], [-4.05166, -2.13248, 0.02653], [-4.42887, -3.47630, -0.02408], [-3.44244, -4.44405, -0.01955], [-2.10552, -4.05022, 0.05469], [-1.68800, -2.70532, 0.13008], [-0.36352, -2.31788, 0.24304], [0.91156, -3.42643, 0.35656], [0.82618, -4.73897, 1.73387], [1.23072, -4.38917, -1.25317], [2.54587, -2.57967, 0.74886], [-3.37514, 3.37388, -0.02317], [-1.98104, 2.63805, -0.84833], [-2.02776, 2.67906, 0.91238], [-5.24883, 1.85641, -1.50696], [-5.31799, 0.08483, -1.53621], [-4.02547, 0.92874, -2.39391], [-5.24101, 1.91219, 1.59161], [-4.03964, 0.94140, 2.46831], [-5.35658, 0.14076, 1.60428], [-4.83368, -1.38002, 0.01819], [-5.47875, -3.74726, -0.07162], [-3.69230, -5.49861, -0.06560], [-1.34410, -4.82137, 0.05158], [-0.02400, -5.41968, 1.63142], [0.72642, -4.24175, 2.70591], [1.74029, -5.34444, 1.75285], [0.44810, -5.13085, -1.45099], [2.19498, -4.91231, -1.23597], [1.23828, -3.69004, -2.09847], [2.64905, -2.39784, 1.82402], [2.63335, -1.61067, 0.24905], [3.38693, -3.20394, 0.42205], [0.07397, 0.36045, 2.91714]], "lowdin_charge": [0.677, -0.127, -0.114, -0.099, -0.374, -0.103, -0.102, 0.938, -0.386, -0.121, -0.106, -0.117, -0.097, -0.087, -0.458, -0.129, -0.143, -0.148, -0.177, -0.232, 0.084, 0.088, 0.090, 0.108, 0.093, 0.100, 0.092, 0.087, 0.094, 0.098, 0.085, 0.076, 0.075, 0.056, -0.220, 0.306, -0.187, -0.181, -0.250, -0.324, -0.086, -0.159, -0.159, -0.083, -0.336, -0.220, 0.320, -0.189, -0.187, -0.194, 0.027, 0.019, 0.016, 0.014, 0.006, 0.023, 0.015, 0.026, 0.009, 0.055, 0.074, 0.074, 0.056, 0.004, 0.025, 0.016, 0.009, 0.012, 0.016, 0.026, -0.051, 0.023, -0.067], "e_lumo_ev": 4.5, "relative_energy_kj_mol": 166.9, "orbital_gap_ev": 4.93, "total_energy_ha": -2706.773919, "multiplicity": 1, "charge": -2}

---

(3)
{"formula": "C30H36O6", "method": "ωB97M-V with the def2-TZVPD basis set", "elements": ["C", "O", "C", "O", "O", "C", "H", "H", "H", "H", "H", "H", "C", "O", "C", "O", "O", "C", "H", "H", "H", "H", "H", "H", "C", "C", "C", "C", "C", "C", "H", "H", "H", "H", "H", "H", "C", "C", "C", "C", "C", "C", "H", "H", "H", "H", "H", "H", "C", "C", "C", "C", "C", "C", "H", "H", "H", "H", "H", "H", "C", "C", "C", "C", "C", "C", "H", "H", "H", "H", "H", "H"], "coordinates": [[-3.66842, -21.19849, 21.50986], [-4.37952, -21.48604, 20.35123], [-5.39162, -22.33329, 20.37530], [-6.00607, -22.69623, 21.35129], [-5.70294, -22.68605, 19.06613], [-6.93260, -23.47722, 18.85481], [-4.15327, -20.49738, 22.18919], [-2.72652, -20.83872, 21.09573], [-3.40303, -22.01947, 22.17592], [-6.76328, -24.55022, 18.94477], [-7.34220, -23.18295, 17.88851], [-7.71977, -23.31192, 19.59043], [-6.94609, -27.59038, 25.62234], [-5.91361, -28.05956, 26.38400], [-4.60032, -27.91196, 25.99728], [-4.17836, -27.37510, 24.95808], [-3.84199, -28.49512, 27.00923], [-2.45525, -28.67815, 26.70766], [-6.93666, -26.52225, 25.40532], [-7.86613, -27.89194, 26.12303], [-6.92253, -27.97571, 24.60300], [-2.39583, -29.28153, 25.80184], [-2.05212, -29.29799, 27.50852], [-2.10159, -27.66379, 26.52301], [-8.74864, -15.51502, 18.39804], [-8.70314, -14.13354, 18.43579], [-9.75208, -13.27084, 18.61145], [-11.01362, -13.82727, 18.75196], [-11.15344, -15.26031, 18.82446], [-9.97447, -16.01712, 18.73370], [-7.84322, -16.10375, 18.40135], [-7.76435, -13.62757, 18.26527], [-9.59805, -12.21587, 18.43913], [-11.90196, -13.24145, 18.93657], [-12.06167, -15.82791, 18.96359], [-10.08235, -17.09134, 18.76206], [-17.91106, -19.58689, 11.63616], [-18.06586, -18.24066, 11.14697], [-17.33141, -17.78836, 10.02257], [-16.47503, -18.67360, 9.32936], [-16.40713, -19.98484, 9.72651], [-17.03307, -20.45542, 10.94751], [-18.52519, -19.93370, 12.45407], [-18.76822, -17.57792, 11.63055], [-17.54295, -16.78566, 9.68163], [-15.95223, -18.31670, 8.45430], [-15.77499, -20.60630, 9.10958], [-16.90232, -21.48083, 11.26030], [-14.64516, -24.10744, 21.21864], [-15.16428, -23.78181, 19.98876], [-16.33163, -24.40598, 19.58300], [-16.83185, -25.54495, 20.27593], [-16.23752, -25.92027, 21.42994], [-15.18948, -25.19504, 21.94103], [-13.84600, -23.61958, 21.75692], [-14.70756, -22.95420, 19.46640], [-16.86203, -23.99257, 18.73792], [-17.67089, -26.14450, 19.95509], [-16.69973, -26.70010, 22.01696], [-14.83006, -25.40320, 22.93796], [-24.24922, -27.41333, 10.58386], [-25.55722, -27.56252, 11.03003], [-25.76164, -27.91670, 12.31885], [-24.73006, -28.14158, 13.19034], [-23.41581, -27.82005, 12.83633], [-23.19573, -27.48379, 11.49705], [-24.09439, -27.14425, 9.54945], [-26.37180, -27.31819, 10.36434], [-26.76854, -28.02744, 12.69339], [-24.75913, -28.45131, 14.22457], [-22.68824, -27.81042, 13.63443], [-22.18772, -27.22509, 11.20825]], "lowdin_charge": [-0.067, 0.008, -0.565, 0.122, -0.025, -0.029, 0.099, 0.099, 0.099, 0.089, 0.088, 0.083, -0.100, -0.019, -0.470, 0.096, -0.045, -0.044, 0.098, 0.101, 0.095, 0.093, 0.097, 0.098, -0.089, -0.125, -0.108, -0.076, -0.063, -0.124, 0.106, 0.098, 0.103, 0.091, 0.092, 0.095, -0.085, -0.084, -0.089, -0.114, -0.098, -0.071, 0.088, 0.087, 0.091, 0.097, 0.091, 0.087, -0.091, -0.108, -0.077, -0.093, -0.133, -0.092, 0.098, 0.101, 0.095, 0.100, 0.103, 0.097, -0.088, -0.107, -0.123, -0.101, -0.086, -0.093, 0.098, 0.105, 0.104, 0.099, 0.098, 0.094], "e_lumo_ev": 0.7, "relative_energy_kj_mol": 50.9, "smiles": "COC(=O)OC.COC(=O)OC.c1ccccc1.c1ccccc1.c1ccccc1.c1ccccc1", "orbital_gap_ev": 9.87, "total_energy_ha": -1616.089591, "multiplicity": 1}

---

no.,M (g/mol)
1,1137.588
2,757.393
3,492.612